Arrangement 1

13
Properties=species:S:1:pos:R:3 method="wB97M-V/def2-TZVPD" charge=+1 smiles="C[N+]1=NCNN1" lumo_ev=-5.379 homo_ev=-15.650
C -0.020 -0.374 1.626
C -0.715 0.423 -1.802
N -0.940 0.014 0.565
N 1.211 -0.005 1.178
N 1.255 -0.111 -0.153
N -0.337 0.078 -0.468
H -0.282 0.087 2.668
H -0.311 -1.403 1.746
H -0.765 1.566 -1.904
H -1.689 0.219 -1.977
H -0.214 -0.196 -2.546
H 1.514 0.875 1.500
H 1.294 -1.173 -0.434


Arrangement 2

13
Properties=species:S:1:pos:R:3 method="wB97M-V/def2-TZVPD" charge=+1 lumo_ev=-4.791 homo_ev=-14.993
C 0.806 0.046 0.621
C 0.149 -0.516 1.959
N 1.653 1.025 1.033
N 2.048 1.697 1.802
N 0.516 0.023 3.013
N -1.247 0.510 -1.127
H 1.170 -0.717 0.019
H -0.024 0.535 -0.101
H -0.362 -1.574 1.714
H 0.017 -0.143 3.890
H -1.046 -0.145 -1.941
H -1.784 1.304 -1.465
H -1.949 0.023 -0.658


Which structure loses on stability? arrangement 1 does.


Arrangement 1

18
Properties=species:S:1:pos:R:3 method="wB97M-V/def2-TZVPD" charge=-1 lumo_ev="3.491 / 3.428" spin_multiplicity=2 homo_ev="0.413 / -7.724"
O 1.971 1.997 3.006
H 1.588 2.772 3.416
H 1.222 1.435 2.810
O -2.855 0.367 -1.082
H -3.214 0.849 -0.337
H -2.567 1.046 -1.692
O 0.144 -0.600 -0.319
H -0.778 -0.358 -0.239
H 0.532 -0.349 0.519
O 0.204 -2.243 -2.537
H 0.286 -1.690 -1.760
H 1.029 -2.726 -2.577
O -0.132 0.756 -3.226
H 0.395 1.553 -3.170
H 0.066 0.280 -2.420
O 0.912 -0.742 3.041
H 0.056 -1.072 2.767
H 1.143 -1.276 3.801


Arrangement 2

18
Properties=species:S:1:pos:R:3 method="wB97M-V/def2-TZVPD" charge=-1 lumo_ev="3.302 / 3.405" spin_multiplicity=2 homo_ev="0.568 / -7.007"
O -1.383 0.155 -2.364
H -0.851 0.310 -3.145
H -2.153 -0.313 -2.688
O 0.739 1.323 -0.829
H 0.896 0.714 -0.108
H -0.022 0.965 -1.286
O -1.524 0.621 1.954
H -1.737 1.216 1.234
H -1.424 1.192 2.715
O 2.659 1.485 1.376
H 2.341 0.642 1.054
H 2.640 1.400 2.330
O 1.570 -0.916 0.596
H 1.815 -1.610 -0.016
H 0.867 -1.297 1.123
O -1.684 -2.280 -0.746
H -1.457 -1.534 -1.302
H -1.292 -2.075 0.103


Which structure loses on stability? arrangement 2 does.


Arrangement 1

22
Properties=species:S:1:pos:R:3 method="wB97M-V/def2-TZVPD" charge=+1 smiles=C[N@@H+]1CCSC1(C)C lumo_ev=-2.895 homo_ev=-13.048
C -0.295 -1.044 1.342
C 0.581 -2.134 0.761
C 0.597 0.184 -0.670
C 1.302 1.354 -0.038
C 0.131 0.404 -2.086
C -1.557 0.945 0.618
N -0.746 -0.208 0.221
S 1.625 -1.346 -0.529
H -1.155 -1.472 1.864
H 0.262 -0.419 2.042
H 1.241 -2.576 1.504
H -0.006 -2.923 0.289
H 1.602 1.133 0.981
H 0.706 2.261 -0.064
H 2.214 1.535 -0.602
H -0.260 -0.512 -2.523
H 0.977 0.714 -2.693
H -0.623 1.185 -2.152
H -1.710 1.611 -0.229
H -2.535 0.604 0.968
H -1.068 1.493 1.423
H -1.284 -0.790 -0.427


Arrangement 2

22
Properties=species:S:1:pos:R:3 method="wB97M-V/def2-TZVPD" charge=+1 lumo_ev=-4.120 homo_ev=-13.692
C -0.303 -0.452 1.882
C -0.326 0.458 0.723
C 0.730 -1.510 -2.149
C -0.608 -1.545 -2.775
C -2.388 1.693 1.114
C -1.661 0.851 0.060
N 1.833 -1.920 -2.767
S 0.929 -0.713 -0.584
H 0.693 -0.645 2.307
H -0.693 -1.505 1.764
H 0.386 1.209 0.526
H -1.247 -1.673 -2.004
H -0.814 -2.365 -3.439
H -0.753 -0.618 -3.181
H -1.591 2.298 1.701
H -2.856 1.081 1.949
H -3.097 2.347 0.612
H -1.455 1.449 -0.701
H -2.183 -0.146 -0.097
H 2.692 -1.886 -2.114
H 1.855 -2.337 -3.618
H -0.735 0.005 2.720


Which structure loses on stability? arrangement 2 does.


Arrangement 1

27
Properties=species:S:1:pos:R:3 method="wB97M-V/def2-TZVPD" smiles="CCCC=C=C1C=CC=C[C@H]1[PH]#N" lumo_ev=-0.634 homo_ev=-7.808
C -4.152 0.160 0.096
C -3.534 -0.657 1.033
C -3.536 0.770 -0.946
C -2.236 -0.920 0.924
C -2.067 0.506 -1.047
C -1.534 -0.691 -0.369
C 1.055 -1.047 -0.717
C -0.196 -0.845 -0.470
C 4.484 0.258 0.515
C 2.218 -0.632 0.112
C 3.517 -0.290 -0.625
N -0.096 1.758 1.092
P -1.299 1.859 0.223
H -5.215 0.315 0.083
H -4.127 -0.968 1.956
H -4.066 1.315 -1.711
H -1.722 -1.517 1.718
H -1.554 0.739 -1.980
H 1.239 -1.551 -1.643
H 3.995 1.148 0.848
H 5.313 0.305 -0.023
H 4.418 -0.555 1.271
H 2.476 -1.379 0.875
H 1.972 0.278 0.703
H 3.309 0.471 -1.416
H 3.938 -1.214 -1.169
H -2.601 2.383 0.667


Arrangement 2

27
Properties=species:S:1:pos:R:3 method="wB97M-V/def2-TZVPD" smiles="CC(N)=P#Cc1cccc(C)c1C" lumo_ev="-0.053 / -0.054" homo_ev="-6.634 / -6.634"
C 1.927 1.029 -1.845
C 0.666 1.176 -1.356
C 2.991 0.791 -0.953
C 0.322 1.055 0.060
C 2.785 0.822 0.402
C 1.449 0.862 0.871
C -1.036 1.195 0.291
C -3.673 -0.434 -0.541
C 3.929 0.497 1.322
C 1.210 0.541 2.427
C -5.175 -0.252 -0.490
N -3.235 -0.736 -1.706
P -2.577 1.100 0.476
H 2.282 0.960 -2.836
H -0.045 1.412 -2.082
H 4.018 0.887 -1.395
H 4.824 0.399 0.877
H 4.038 1.299 2.083
H 3.572 -0.489 1.712
H 1.590 1.357 3.061
H 0.150 0.391 2.678
H 1.760 -0.361 2.659
H -5.576 0.093 -1.394
H -5.678 -1.187 -0.125
H -5.587 0.475 0.293
H -3.819 -0.668 -2.574
H -2.218 -0.809 -1.875


Which structure loses on stability? arrangement 1 does.


Arrangement 1

11
Properties=species:S:1:pos:R:3 method="wB97M-V/def2-TZVPD" charge=+1 lumo_ev=-4.036 homo_ev=-18.379
C -0.715 -0.102 1.030
C 1.156 -0.006 -0.498
O -0.956 0.770 -1.122
O -0.074 0.598 -0.052
H -1.654 0.411 1.251
H -0.900 -1.153 0.794
H -0.055 -0.021 1.894
H 1.526 0.574 -1.346
H 1.865 0.078 0.326
H 1.026 -1.055 -0.778
H -1.220 -0.095 -1.500


Arrangement 2

11
Properties=species:S:1:pos:R:3 method="wB97M-V/def2-TZVPD" charge=+1 lumo_ev="-8.487 / -8.532" homo_ev="-15.013 / -14.975"
C -1.221 0.951 0.319
C 2.044 -0.351 -0.181
O -1.196 -1.315 0.012
O -0.584 -0.078 -0.359
H -0.644 1.801 -0.123
H -2.316 1.005 0.106
H -1.052 0.736 1.429
H 2.359 0.731 -0.406
H 2.016 -0.496 0.819
H 1.701 -1.178 -0.804
H -1.106 -1.808 -0.812


Arrangement 3

11
Properties=species:S:1:pos:R:3 method="wB97M-V/def2-TZVPD" charge=+1 lumo_ev=-6.573 homo_ev=-13.738
O 4.983 1.313 -1.734
H 5.472 0.526 -1.470
H -3.465 0.293 0.074
H 5.177 1.942 -1.028
C -2.797 -0.533 0.169
C -1.369 -0.338 0.439
O -1.028 -0.410 1.650
H -3.321 -1.094 1.031
H -2.946 -1.251 -0.607
H -0.626 -0.183 -0.370
H -0.080 -0.266 1.845


Which structure loses on stability? arrangement 2 does.


Arrangement 1

2
Properties=species:S:1:pos:R:3 method="wB97M-V/def2-TZVPD" charge=+3 lumo_ev=-20.707 homo_ev=-31.413
Hf -0.643 -0.487 0.628
Br 0.643 0.487 -0.628


Arrangement 2

2
Properties=species:S:1:pos:R:3 method="wB97M-V/def2-TZVPD" charge=+3 lumo_ev=-20.019 homo_ev=-24.737
Hf -0.865 -1.595 -1.635
Br 0.865 1.595 1.635


Which structure loses on stability? arrangement 2 does.